[1]
This record from OMol25 describes a molecular structure, C27H46AlCl2F6N3O5Si at a distorted geometry. The level of theory is ωB97M-V/def2-TZVPD.

The geometry in XYZ format:
```
91
Properties=species:S:1:pos:R:3:forces:R:3:mulliken_charge:R:1
C -4.3773 1.9526 0.6208 0.4532 0.5569 0.3091 -1.8786
C -4.7817 0.5545 0.3358 -0.9389 -0.7495 -0.6383 0.7418
H -4.3163 2.5319 -0.3108 0.1309 0.0819 0.2114 0.2337
H -3.3794 1.9576 1.0899 -1.1423 0.2222 -0.1676 0.2896
H -5.0957 2.4549 1.2853 0.0288 -0.1579 -0.2340 0.4222
C -6.0856 0.3288 0.0567 0.7143 -0.4486 0.4591 0.0047
C -7.0700 1.4184 -0.2041 -0.3498 0.4321 0.0654 -1.5227
H -6.5227 -0.6696 0.0851 0.3552 0.2417 -0.2500 0.5847
H -6.6983 2.1376 -0.9520 -0.0784 -0.1712 0.2824 0.2887
H -7.3212 1.9891 0.7045 0.0738 -0.0691 -0.2018 0.3244
H -8.0023 0.9904 -0.5856 0.0955 0.1261 0.0444 0.3798
Al 0.1999 0.2072 0.6749 0.2262 2.6279 0.8487 -0.7122
Cl -0.9279 -0.9930 2.1509 0.2516 -0.0341 0.0739 -0.5012
C 1.7818 -1.9659 0.8982 -0.5885 0.5829 -0.9675 -0.4217
O 1.2287 -1.2266 0.0046 0.7099 -0.7914 1.0765 -0.0624
N 2.4999 -3.0223 0.5722 -0.4469 0.4572 -0.2330 0.4142
C 2.7802 -3.3128 -0.8348 -0.1076 -0.0437 -0.0616 -0.7105
C 2.7708 -4.0275 1.5960 -0.0023 0.0134 0.2428 -0.8155
H 1.6734 -1.7389 1.9675 -0.1188 -0.1393 -0.3355 0.5191
H 3.2471 -2.4405 -1.3131 -0.2342 -0.2584 0.1701 0.2009
H 1.8677 -3.5880 -1.3834 0.2540 0.1370 0.1850 0.2333
H 3.4723 -4.1534 -0.8451 -0.0197 0.0984 -0.1733 0.3741
H 3.1709 -3.5303 2.4849 0.0223 -0.2030 -0.1206 0.2787
H 3.4946 -4.7366 1.1895 -0.0683 0.1301 0.2607 0.3065
H 1.8490 -4.5591 1.8740 0.3015 0.0824 -0.1533 0.3044
H 6.7138 0.0505 -0.4020 -0.2641 0.1484 -0.1021 0.3500
H 8.3026 1.5921 0.4423 -0.1596 0.2849 0.0034 0.2874
C 6.1427 0.8373 -0.9148 0.2425 -0.1225 0.0440 -0.8312
C 7.7737 2.4536 0.0141 0.1045 0.2094 -0.1004 -0.8806
N 6.3915 2.1013 -0.2413 -0.1917 0.2500 -0.2554 0.2577
H 5.0781 0.6110 -0.8886 0.1021 0.0480 0.0246 0.0692
C 5.4183 3.0434 -0.1610 -0.2117 -0.4962 0.0589 -0.0396
O 4.2411 2.8483 -0.4404 0.7385 0.3601 -0.0052 -0.6034
H 7.7940 3.2930 0.7194 0.1550 -0.2517 -0.1329 0.3078
H 5.7988 4.0172 0.2152 -0.1989 -0.2734 -0.0249 0.3348
H 6.4890 0.8733 -1.9608 -0.1304 0.0405 0.2261 0.3573
H 8.2962 2.7557 -0.9099 -0.1077 -0.1253 0.2455 0.3216
H 1.5807 5.0254 -2.0129 -0.0999 -0.0846 -0.1212 0.3178
H -1.3548 2.5481 -1.6178 0.2904 0.1581 -0.7074 -0.0584
C 1.2448 4.3046 -2.7666 0.2878 0.1461 -0.0024 -0.9790
C -0.8231 2.9623 -2.4900 -0.3682 0.0555 -0.0175 -0.6328
N 0.5852 3.1591 -2.1482 0.1690 -0.7864 0.4380 0.4360
H 2.1137 3.9852 -3.3522 -0.1749 0.1072 0.0327 0.3314
C 1.2877 2.3453 -1.3422 -0.4248 0.0351 -0.0276 -0.0595
O 0.8922 1.2429 -0.8877 0.5601 0.5344 -0.2916 -0.2510
H -0.9538 2.3158 -3.3645 0.1312 0.1692 0.0224 0.3303
H 2.2993 2.7258 -1.1143 -0.3350 -0.2991 -0.0194 0.3902
H 0.5163 4.7871 -3.4296 0.3962 -0.1068 0.2029 0.3752
H -1.2377 3.9511 -2.7182 0.0011 -0.2686 0.0731 0.4744
O -2.5059 -0.3244 -0.2862 -0.3275 -1.0588 -2.3522 0.2587
C -3.7155 -0.5439 0.4811 -0.2769 -0.1922 0.4577 -0.3300
C -5.1260 -2.2969 -0.7578 0.0440 -0.3267 -0.0511 -0.1536
C -4.2720 -1.9483 0.2972 -0.1931 0.0014 0.1253 0.5621
H -5.4006 -1.5367 -1.4941 0.1597 -0.4640 0.2641 0.8019
C -5.6295 -3.5999 -0.8727 0.1632 0.3716 0.0401 -1.0699
H -3.3453 -0.4518 1.5095 -0.1474 -0.1643 -0.0739 0.4582
C -3.9400 -2.9157 1.2469 -0.1558 -0.2089 -0.2582 -0.4606
H -6.2888 -3.8451 -1.7120 0.2401 0.0303 0.3513 0.3706
C -5.2837 -4.5632 0.0759 0.0702 0.0569 0.0367 -0.5425
C -4.4369 -4.2183 1.1333 0.1092 0.0882 0.0831 -0.7863
H -3.2603 -2.6213 2.0482 -0.2192 -0.2451 -0.1155 0.3453
H -5.6745 -5.5810 -0.0114 0.1518 0.3427 0.0598 0.3830
H -4.1484 -4.9657 1.8773 -0.1526 0.2097 -0.2539 0.3968
Si -1.8222 -1.2504 -1.5479 -1.8533 -1.5204 0.3900 1.1279
Cl -1.4725 1.9596 0.3469 2.3670 -0.0043 1.4727 -0.7127
C -3.0217 -1.8448 -2.8795 -0.4072 -0.0913 -0.4804 -1.4883
C -1.2825 -2.8831 -0.7656 0.4072 -0.3034 0.2233 -0.6767
C -0.4834 -0.5303 -2.6286 0.2795 0.6526 0.2285 -0.3253
H -3.4700 -2.8269 -2.6723 0.0767 0.3938 0.1343 0.3703
H -2.4816 -1.9650 -3.8321 -0.0676 0.1200 0.2710 0.4661
H -3.8368 -1.1380 -3.0675 0.0372 -0.0487 -0.0641 0.2747
H -0.7400 -0.7238 -3.6762 -0.0832 0.0028 0.2955 0.6842
H 0.4820 -0.9996 -2.4218 -0.0408 0.2100 0.0450 0.1355
H -0.3955 0.5437 -2.4756 0.1761 -0.3279 -0.2368 -0.7063
H -2.0522 -3.6589 -0.9004 0.1198 0.3358 0.0147 0.4709
H -1.1037 -2.7814 0.3141 -0.0093 -0.0725 -0.3474 0.0603
H -0.3605 -3.2599 -1.2326 -0.1434 0.0623 0.0458 0.0394
C 2.5247 2.8245 2.6675 -0.0136 0.3746 -0.0351 -1.8160
C 2.2209 1.3412 2.8020 -0.2406 -0.8333 0.3085 1.0825
O 1.4487 0.8390 1.7853 0.6791 0.0593 0.4787 0.3604
C 3.6149 0.5768 2.8464 0.1643 -0.0056 -0.5062 0.3583
F 4.5524 1.1639 3.6469 -0.8396 -0.5210 -0.5311 -0.3044
F 3.5134 -0.7270 3.2433 0.1337 0.7949 -0.2728 -0.2763
F 4.1450 0.5534 1.5861 -0.3000 -0.0640 0.9098 -0.0686
C 1.4942 1.1034 4.1890 -0.6452 0.3745 -0.1810 0.5122
F 2.1951 1.6064 5.2493 -0.3722 -0.4000 -0.7235 -0.2923
F 0.2907 1.7508 4.1623 1.0655 -0.5870 0.1332 -0.2211
F 1.2494 -0.1988 4.4425 0.1521 0.7397 -0.0562 -0.2055
H 2.9955 3.0122 1.6945 -0.1331 -0.0960 0.2236 0.1697
H 3.1925 3.1562 3.4727 -0.2104 -0.0070 -0.2369 0.4313
H 1.5824 3.3811 2.7261 0.2027 -0.1353 -0.0731 0.4345
```
Positions in Å, forces in eV/Å.

As for the relative energy (zero: lowest compared OMol25 entry of this formula, charge and spin): 33.34 kcal per mole. As for the molar mass: 732.64 g mol⁻¹. The total charge is 0. Its frontier orbital gap is 8.34 eV. The value obtained for the HOMO energy is -8.068 eV.

=====

[2]
This record from OMol25 describes a single C2H6N2O molecule at a distorted geometry. The level of theory is ωB97M-V/def2-TZVPD.

The geometry in XYZ format:
```
11
Properties=species:S:1:pos:R:3:forces:R:3:mulliken_charge:R:1
N -1.4224 -0.5349 0.6185 0.5481 0.3924 1.5746 -0.5732
C -0.0715 0.0485 0.9005 -0.5757 -1.2734 -1.0111 -0.2691
C 0.2540 0.7650 -0.3920 -0.0351 1.4553 -0.6173 0.4216
N 1.0738 0.1402 -1.2845 0.2687 -0.9931 0.9801 -0.3804
O -0.2901 1.8081 -0.6946 -0.0685 -0.0020 0.2958 -0.5824
H -1.5289 -1.2619 1.3185 -0.4925 -0.1532 -0.4401 0.2100
H -1.5157 -0.9064 -0.3106 0.2169 -0.2588 -0.1621 0.2303
H 0.6421 -0.7618 1.1338 0.0825 0.3642 -0.1441 0.2673
H -0.1331 0.7058 1.7586 -0.0273 0.3464 -0.1276 0.2467
H 1.6642 -0.5738 -0.8937 0.1556 -0.1031 -0.4175 0.2013
H 1.3275 0.5711 -2.1546 -0.0728 0.2253 0.0694 0.2278
```
Positions in Å, forces in eV/Å.

As for the SMILES: NCC(N)=O. As for the relative energy (zero: lowest compared OMol25 entry of this formula, charge and spin): 16.91 kcal per mole. As for the molar mass: 74.08 g mol⁻¹. The total charge is 0. Its frontier orbital gap is 10.37 eV. The value obtained for the HOMO energy is -9.550 eV.

=====

[3]
This record from OMol25 describes a molecular structure, C32H26F5NO3P2SSeTi. The level of theory is ωB97M-V/def2-TZVPD.

The geometry in XYZ format:
```
72
Properties=species:S:1:pos:R:3:forces:R:3:mulliken_charge:R:1
Ti -0.6039 -0.8512 -0.3381 0.1219 0.2405 -0.4865 0.0322
C 0.1856 1.6625 -1.8298 0.0120 -0.1123 -0.0284 -1.0968
N 0.0378 0.2137 -1.6204 0.1544 0.0161 -0.0016 0.4332
P -2.8366 0.1650 0.5789 0.1430 -0.4742 0.0414 1.7526
C -3.4604 1.8125 0.4215 -0.0854 0.0884 -0.1207 0.2153
C -2.5610 2.8746 0.3371 0.0180 0.0822 0.0651 -0.3562
C -3.0428 4.1738 0.2817 -0.0143 -0.0377 -0.0042 -0.8917
C -4.4107 4.4030 0.2980 -0.0254 0.0141 0.0031 -0.5262
C -5.3074 3.3431 0.3861 0.0211 -0.0016 -0.0024 -0.6949
C -4.8402 2.0432 0.4559 0.0177 0.0524 -0.0319 -0.3377
C -3.1018 -0.4117 2.2374 -0.1467 0.1017 0.1627 0.8455
C -3.5156 0.4672 3.2397 0.0285 -0.0113 0.0476 -0.4833
C -3.6438 0.0088 4.5425 0.0014 -0.0136 -0.0293 -0.8452
C -3.3686 -1.3166 4.8428 0.0084 -0.0264 -0.0151 -0.5565
C -2.9554 -2.1974 3.8466 -0.0283 0.0852 0.0258 -0.9869
C -2.8112 -1.7441 2.5497 0.0214 -0.1559 0.0166 -0.2927
P 1.0426 -0.7787 -2.7168 0.0483 0.0049 0.3492 -0.1019
C 0.1101 -0.7791 -4.2529 -0.0987 0.0292 -0.1277 0.3824
C -1.1683 -1.3112 -4.4537 -0.0112 -0.0134 0.0882 0.0833
C -1.7924 -1.1768 -5.6769 0.0367 0.0233 -0.0493 -0.8245
C -1.1496 -0.5050 -6.7175 -0.0361 -0.0190 0.0062 -0.5751
C 0.1155 0.0221 -6.5327 0.0125 -0.0164 0.0501 -0.6795
C 0.7478 -0.1164 -5.3009 -0.0158 -0.0067 -0.0871 -0.5986
C 0.7013 -2.4265 -1.9491 -0.0424 -0.1282 -0.0624 0.9537
C 0.4607 -3.5095 -2.8012 -0.0729 -0.0223 0.0594 -0.7522
C 0.2630 -4.7829 -2.2939 0.0032 -0.0279 -0.0022 -0.7378
C 0.2766 -5.0306 -0.9226 -0.0004 0.0371 -0.0005 -0.6807
C 0.5400 -3.9901 -0.0563 -0.0568 0.0096 -0.0183 -0.6252
C 0.7606 -2.7080 -0.5675 0.0990 0.1442 0.1932 0.7383
H -0.7663 2.1518 -1.6372 0.0337 0.0071 0.0095 0.3248
H 0.4619 1.8586 -2.8670 0.0236 0.0445 0.0211 0.4130
H 0.9522 2.0583 -1.1624 0.0015 0.0282 -0.0260 0.3321
H -1.4931 2.6966 0.3574 -0.0160 -0.0284 -0.0009 0.4181
H -2.3528 5.0044 0.2291 0.0090 0.0030 -0.0011 0.4594
H -4.7857 5.4163 0.2492 0.0019 0.0087 0.0025 0.4237
H -6.3714 3.5339 0.4087 -0.0076 -0.0018 -0.0019 0.4461
H -5.5411 1.2225 0.5381 0.0164 -0.0267 -0.0018 0.4519
H -3.7261 1.5041 3.0149 -0.0041 0.0008 -0.0338 0.4088
H -3.9634 0.6874 5.3208 0.0010 0.0072 0.0071 0.4529
H -3.4768 -1.6699 5.8593 0.0031 -0.0063 0.0068 0.4385
H -2.7507 -3.2316 4.0854 0.0039 -0.0074 0.0018 0.4601
H -2.5042 -2.4574 1.7886 0.0020 0.0829 -0.0332 0.2253
H -1.6528 -1.8561 -3.6527 0.0249 0.0161 0.0011 0.4731
H -2.7739 -1.6033 -5.8397 -0.0071 0.0011 -0.0116 0.4671
H -1.6405 -0.4061 -7.6763 -0.0036 0.0013 -0.0035 0.4184
H 0.6184 0.5335 -7.3412 -0.0008 0.0044 -0.0130 0.4375
H 1.7447 0.2871 -5.1652 0.0026 -0.0026 0.0297 0.4460
H 0.4335 -3.3622 -3.8718 0.0028 0.0215 -0.0053 0.5785
H 0.0927 -5.6008 -2.9818 -0.0030 -0.0038 -0.0014 0.4497
H 0.1100 -6.0296 -0.5451 0.0036 -0.0091 -0.0043 0.4824
H 0.6072 -4.1551 1.0113 0.0070 -0.0096 -0.0061 0.5708
H 1.1540 -1.9804 0.1596 0.1896 0.0481 -0.0971 -0.2585
C -4.3309 -1.9592 -2.5707 -0.0620 0.0021 -0.0124 -1.0215
S -3.5797 -2.0724 -1.0005 0.2764 -0.1089 -0.2099 0.8999
O -4.0245 -3.2075 -0.2878 0.0342 0.0557 0.0683 -0.5799
O -2.1006 -1.9555 -1.1787 -0.3997 -0.1477 0.0911 -0.2193
O -3.9977 -0.7329 -0.3380 0.0381 0.3412 0.2613 -0.3438
H -4.2663 -2.9498 -3.0177 0.0072 0.0092 -0.0456 0.4299
H -3.8229 -1.2039 -3.1651 -0.0077 0.0376 0.0145 0.2624
H -5.3710 -1.6883 -2.3946 -0.0262 -0.0582 -0.0433 0.4904
F 5.9441 1.8067 2.2352 0.0029 -0.0011 -0.0033 -0.2592
C 4.6816 1.4678 2.0797 -0.0152 0.0017 0.0274 0.7579
C 3.7274 1.8908 2.9932 -0.0565 -0.0379 -0.0412 0.1355
F 4.0781 2.6395 4.0228 0.0134 -0.0079 -0.0064 -0.2574
C 2.4023 1.5272 2.8150 0.2004 0.1091 0.0394 0.2518
F 1.5135 1.9567 3.7060 -0.0556 -0.0385 -0.0476 -0.2831
C 1.9999 0.7444 1.7379 -0.0467 0.1471 -0.0164 -0.0152
Se 0.1395 0.3434 1.6705 -0.4187 -0.3692 0.0535 0.1866
C 2.9730 0.3368 0.8447 0.1910 0.0171 0.0216 -0.0857
F 2.6510 -0.4325 -0.2115 -0.0345 0.0257 -0.0076 -0.0822
C 4.3022 0.6839 0.9999 -0.0312 0.0025 -0.0005 -0.1136
F 5.2077 0.2735 0.1251 -0.0074 -0.0207 -0.0227 -0.2665
```
Positions in Å, forces in eV/Å.

As for the relative energy (zero: lowest compared OMol25 entry of this formula, charge and spin): 26.32 kcal per mole. As for the molar mass: 788.40 g mol⁻¹. The total charge is +2. Its frontier orbital gap is 6.84 eV. The value obtained for the HOMO energy is -13.807 eV.

=====

- Which value of HOMO does entry 2 give?
  -9.550 eV